Run i
19
Properties=species:S:1:pos:R:3:nbo_charge:R:1 method="wB97M-V/def2-TZVPD" smiles=CC[C@@H](O)[C@@H](C)O
C -0.510 2.147 1.486 -0.610
C -0.548 0.668 1.111 -0.406
C 0.322 0.358 -0.106 0.089
O 1.629 0.804 0.179 -0.726
C 0.292 -1.163 -0.442 0.079
C -0.682 -1.490 -1.568 -0.634
O 1.615 -1.524 -0.838 -0.744
H 0.527 2.472 1.614 0.226
H -0.971 2.769 0.710 0.200
H -1.043 2.330 2.424 0.206
H -0.157 0.071 1.946 0.201
H -1.583 0.338 0.930 0.198
H -0.081 0.902 -0.981 0.147
H 2.219 0.204 -0.302 0.494
H 0.004 -1.717 0.467 0.159
H -0.340 -1.007 -2.490 0.217
H -0.722 -2.572 -1.753 0.206
H -1.700 -1.142 -1.353 0.216
H 1.674 -2.486 -0.848 0.481

=====

Run ii
A molecular structure, C5H12O2. Source: the OMol25 dataset; level of theory: ωB97M-V/def2-TZVPD.

Geometry as XYZ:
```
19
Properties=species:S:1:pos:R:3:nbo_charge:R:1
C 2.384 -0.938 -0.007 -0.669
C 1.623 0.279 0.420 -0.141
C 0.213 0.316 0.551 -0.018
O -0.267 1.368 1.306 -0.709
C -0.691 -0.213 -0.494 -0.264
C -2.158 -0.341 -0.234 -0.130
O -2.690 0.947 0.117 -0.742
H 3.046 -0.720 -0.854 0.227
H 3.022 -1.320 0.801 0.220
H 1.716 -1.748 -0.320 0.207
H 1.143 1.226 -1.411 -0.014
H 2.159 1.072 0.935 0.215
H 0.054 -0.714 1.042 0.269
H -1.152 1.583 0.957 0.503
H -0.255 -0.948 -1.166 0.211
H 0.409 1.106 -1.660 0.005
H -2.410 -1.059 0.566 0.166
H -2.637 -0.708 -1.153 0.185
H -3.511 0.812 0.605 0.478
```

=====

Run iii
19
Properties=species:S:1:pos:R:3:nbo_charge:R:1 method="wB97M-V/def2-TZVPD" smiles="CCC=O.C=C.O"
C -1.437 -1.050 2.157 -0.598
C -1.351 -0.637 0.687 -0.508
C 0.090 -0.271 0.507 0.470
O 0.936 -1.135 0.358 -0.599
H -2.445 -1.378 2.416 0.221
H -0.731 -1.864 2.346 0.222
H -1.168 -0.209 2.807 0.205
H -2.027 0.195 0.464 0.215
H -1.591 -1.478 0.029 0.227
H 0.361 0.772 0.768 0.128
C -0.175 0.648 -1.696 -0.509
C 1.053 0.939 -2.119 -0.268
H -0.802 1.397 -1.224 0.195
H -0.620 -0.317 -1.911 0.204
H 1.489 1.923 -1.989 0.191
H 1.654 0.227 -2.670 0.208
O 2.827 0.370 -0.601 -0.950
H 2.229 -0.301 -0.200 0.489
H 2.746 1.139 -0.028 0.456

=====

Run iv
19
Properties=species:S:1:pos:R:3:nbo_charge:R:1 method="wB97M-V/def2-TZVPD" smiles="C=CCC=C.O.O"
C 1.647 1.273 1.122 -0.403
C 0.361 1.453 1.346 -0.162
C -0.726 1.321 0.275 -0.501
C -1.839 0.344 0.592 -0.159
C -1.676 -0.742 1.349 -0.426
H 2.436 1.275 1.874 0.203
H 2.093 1.123 0.142 0.182
H -0.102 1.531 2.329 0.197
H -0.099 0.863 -0.558 0.218
H -0.905 2.327 -0.106 0.226
H -2.772 0.668 0.138 0.205
H -2.358 -1.568 1.180 0.206
H -0.965 -0.722 2.168 0.208
O 0.413 -0.199 -2.595 -0.942
H 0.657 0.678 -2.298 0.466
H 1.220 -0.721 -2.540 0.482
O 1.253 -2.954 -1.430 -0.955
H 0.615 -2.289 -1.141 0.481
H 0.746 -3.659 -1.849 0.474

=====

Relative stability in kJ/mol, measured from the most stable structure: run i 0.0; run ii 490.1; run iii 175.7; run iv 210.4

=====

Run i
19
Properties=species:S:1:pos:R:3:nbo_charge:R:1 method="wB97M-V/def2-TZVPD" smiles=CC[C@@H](O)CCO
C 2.637 -0.749 0.403 -0.605
C 1.633 0.139 -0.326 -0.410
C 0.205 -0.075 0.175 0.106
O 0.065 0.656 1.378 -0.743
C -0.841 0.319 -0.869 -0.445
C -2.267 0.040 -0.422 -0.064
O -2.584 0.923 0.653 -0.742
H 3.664 -0.553 0.077 0.207
H 2.580 -0.580 1.483 0.216
H 2.422 -1.808 0.215 0.197
H 1.680 -0.040 -1.409 0.194
H 1.873 1.197 -0.164 0.213
H 0.068 -1.156 0.378 0.140
H -0.881 0.841 1.493 0.493
H -0.655 -0.255 -1.786 0.215
H -0.735 1.383 -1.117 0.215
H -2.348 -1.008 -0.092 0.162
H -2.969 0.187 -1.254 0.169
H -3.420 0.646 1.045 0.479

=====

Run ii
19
Properties=species:S:1:pos:R:3:nbo_charge:R:1 method="wB97M-V/def2-TZVPD" smiles="C=C(C)COC.O"
C -0.912 0.850 1.105 -0.356
C 0.059 0.943 0.198 -0.071
C 0.965 2.145 0.114 -0.642
C 0.174 -0.096 -0.895 -0.093
O -0.216 -1.370 -0.425 -0.548
C -0.263 -2.319 -1.466 -0.247
H -1.002 1.551 1.930 0.207
H -1.618 0.026 1.095 0.209
H 0.989 2.691 1.064 0.225
H 0.567 2.827 -0.646 0.220
H 1.996 1.904 -0.173 0.213
H 1.200 -0.140 -1.301 0.170
H -0.489 0.208 -1.722 0.177
H 0.727 -2.465 -1.927 0.168
H -0.597 -3.267 -1.039 0.197
H -0.969 -2.015 -2.256 0.167
O 0.419 -0.796 2.601 -0.939
H 0.765 -0.225 1.898 0.474
H -0.084 -1.429 2.072 0.470

=====

Relative stability in kJ/mol, measured from the most stable structure: run i 0.0; run ii 124.2

=====

Run i
19
Properties=species:S:1:pos:R:3:nbo_charge:R:1 method="wB97M-V/def2-TZVPD" smiles="C=CCC.C=O.O"
C -1.263 0.717 -1.370 -0.422
C -0.438 1.341 -0.530 -0.155
C -0.616 1.429 0.960 -0.442
C 0.637 1.025 1.743 -0.615
H -1.103 0.726 -2.446 0.198
H -2.144 0.187 -1.013 0.197
H 0.436 1.858 -0.933 0.191
H -0.879 2.467 1.210 0.212
H -1.471 0.811 1.262 0.200
H 0.495 1.201 2.815 0.210
H 0.874 -0.035 1.593 0.235
H 1.504 1.617 1.425 0.199
C 0.761 -1.517 -1.879 0.293
O 0.219 -2.575 -1.654 -0.541
H 1.325 -0.973 -1.103 0.137
H 0.716 -1.052 -2.881 0.118
O 0.661 -2.349 1.124 -0.964
H -0.231 -2.181 1.451 0.464
H 0.517 -2.697 0.227 0.487

=====

Run ii
19
Properties=species:S:1:pos:R:3:nbo_charge:R:1 method="wB97M-V/def2-TZVPD" smiles="C=C/C=C/C.O.O"
C -1.436 1.008 -2.717 -0.369
C -1.550 0.917 -1.398 -0.220
C -0.976 1.948 -0.506 -0.244
C -0.620 3.175 -0.902 -0.151
C -0.085 4.157 0.168 -0.637
H -1.788 0.239 -3.394 0.194
H -0.858 1.771 -3.224 0.187
H -1.892 0.009 -0.922 0.209
H -0.755 1.688 0.523 0.204
H -0.302 3.566 -1.861 0.198
H -0.620 5.105 0.089 0.211
H -0.392 3.785 1.146 0.205
H 0.983 4.262 0.005 0.212
O 2.124 -6.219 1.268 -0.938
H 3.046 -6.136 1.520 0.476
H 1.757 -6.836 1.929 0.477
O 1.044 -3.823 2.634 -0.975
H 0.865 -4.065 3.529 0.466
H 1.453 -4.551 2.113 0.494

=====

Run iii
19
Properties=species:S:1:pos:R:3:nbo_charge:R:1 method="wB97M-V/def2-TZVPD" smiles="C=CC(=C)C.O.O"
C 3.106 -0.140 0.900 -0.351
C 1.846 -0.558 1.038 -0.230
C 0.641 0.200 0.603 -0.003
C 0.760 1.355 -0.060 -0.435
C -0.655 -0.285 1.173 -0.644
H 3.527 0.748 0.445 0.190
H 3.921 -0.727 1.313 0.193
H 1.763 -1.532 1.486 0.211
H -0.037 1.987 -0.427 0.200
H 1.764 1.685 -0.299 0.193
H -1.471 0.227 0.677 0.232
H -0.642 -0.148 2.258 0.221
H -0.805 -1.362 1.072 0.225
O -1.411 0.180 -2.364 -0.959
H -1.170 0.347 -3.273 0.472
H -0.624 0.534 -1.904 0.487
O -3.393 -1.113 -0.636 -0.956
H -2.942 -0.825 -1.424 0.491
H -4.179 -0.573 -0.577 0.463

=====

Run iv
19
Properties=species:S:1:pos:R:3:nbo_charge:R:1 method="wB97M-V/def2-TZVPD" smiles="COCC=O.[H][H].C=C"
C -3.156 0.620 0.294 -0.248
O -1.984 -0.095 0.600 -0.534
C -1.369 -0.636 -0.535 -0.180
C -0.169 -1.450 -0.096 0.438
O 0.517 -2.069 -0.872 -0.521
H -3.920 -0.037 -0.147 0.169
H -2.954 1.443 -0.408 0.168
H -3.539 1.033 1.230 0.198
H -1.020 0.149 -1.227 0.195
H -2.056 -1.288 -1.098 0.196
H 0.034 -1.432 0.995 0.124
H 0.783 1.196 0.901 -0.008
H 0.061 1.209 1.085 0.001
C 3.202 0.870 -0.119 -0.410
C 3.021 -0.227 -0.845 -0.373
H 2.928 1.855 -0.491 0.192
H 3.614 0.831 0.887 0.194
H 3.265 -1.215 -0.466 0.201
H 2.597 -0.193 -1.845 0.196

=====

Relative stability in kJ/mol, measured from the most stable structure: run i 8.4; run ii 53.6; run iii 0.0; run iv 154.8

=====

Run i
16
Properties=species:S:1:pos:R:3:nbo_charge:R:1 method="wB97M-V/def2-TZVPD" total_charge=+1
C 0.783 -1.321 -0.113 -0.482
C 1.973 -0.358 -0.031 -0.233
C -0.468 -0.514 0.265 -0.122
C -2.736 0.789 0.194 -0.787
N 1.384 0.912 -0.467 -0.820
S -1.756 -0.401 -0.700 0.706
H 0.699 -1.726 -1.098 0.239
H 0.911 -2.198 0.637 0.266
H 2.457 -0.271 0.853 0.213
H 2.821 -0.759 -0.619 0.223
H -0.371 0.178 1.088 0.243
H -3.745 0.306 0.269 0.271
H -2.757 1.685 -0.353 0.261
H -2.469 0.917 1.296 0.266
H 1.528 1.625 0.126 0.373
H 1.746 1.135 -1.348 0.385

=====

Run ii
16
Properties=species:S:1:pos:R:3:nbo_charge:R:1 method="wB97M-V/def2-TZVPD" total_charge=+1
C 0.870 0.536 -0.866 -0.535
C -0.051 0.959 0.247 -0.066
C -0.014 -0.262 -1.769 -0.320
C -0.471 -1.077 1.763 -0.414
N 0.152 0.314 1.499 -0.549
S -0.707 0.101 -3.297 0.187
H 1.177 1.520 -1.344 0.278
H 1.710 -0.013 -0.406 0.230
H -1.107 1.331 0.071 0.228
H -0.670 -1.030 -1.371 0.216
H 0.033 -1.772 1.271 0.213
H -0.437 -1.425 2.817 0.242
H -1.493 -0.982 1.485 0.228
H 1.186 0.109 1.591 0.439
H -0.289 0.741 2.342 0.458
H 0.110 0.950 -4.032 0.161

=====

Run iii
16
Properties=species:S:1:pos:R:3:nbo_charge:R:1 method="wB97M-V/def2-TZVPD" total_charge=+1
C 1.346 -1.186 -0.567 -0.271
C 0.265 -1.569 0.450 -0.553
C -0.888 -0.445 0.796 -0.013
C -0.279 1.626 -0.592 -0.408
N -0.372 0.931 0.746 -0.555
S -2.283 -0.562 -0.220 0.132
H 2.431 -0.908 -0.424 0.212
H 0.987 -0.730 -1.529 0.165
H -0.231 -2.491 0.064 0.258
H 0.797 -1.932 1.302 0.248
H -1.120 1.393 -1.128 0.229
H -0.283 2.764 -0.581 0.250
H 0.556 1.368 -1.045 0.224
H -1.193 1.457 1.283 0.464
H 0.461 0.893 1.208 0.439
H -2.352 -1.897 -0.185 0.178

=====

Relative stability in kJ/mol, measured from the most stable structure: run i 0.0; run ii 232.4; run iii 314.0